(1)
12 unconnected molecules or ions with the total composition C16H59N11O12, computed with ωB97M-V/def2-TZVPD.

ORCA input file:
```
! wB97M-V def2-TZVPD RIJCOSX def2/J DEFGRID3
* xyz 0 1
C 2.487 4.966 -1.135
H -8.079 -1.834 1.270
O -1.143 -0.236 1.835
H 1.448 5.105 -1.309
N 5.848 -1.151 2.041
N -1.649 -2.241 -0.739
H 4.240 4.124 0.199
C -7.482 -2.616 1.776
H 0.724 -3.744 2.803
H 2.188 -0.538 -4.719
H -5.096 -0.409 3.816
C 2.974 3.516 -1.233
H -3.704 0.605 3.349
H 5.055 -0.708 -1.733
H 6.370 1.983 -1.878
H -0.789 4.772 2.074
H -0.352 -4.856 0.888
C 1.338 -0.721 -1.120
H -2.560 2.401 1.788
H -3.746 -0.368 -0.137
H 2.931 3.151 -2.266
H -0.148 3.382 1.394
H 6.759 -1.358 1.850
H -5.322 -2.144 0.427
N 2.034 2.681 -0.433
C -0.450 -5.509 -0.914
C -4.336 -0.686 1.768
H -1.405 -7.250 -1.432
O -2.860 -1.019 -2.160
H -4.459 0.814 0.470
H 1.470 -1.859 -2.788
O 0.168 -4.500 -1.351
H 4.351 0.699 -1.667
H -6.354 -0.695 0.689
N -1.333 2.736 3.551
H -1.452 -2.636 -3.926
O 4.502 -0.094 -2.247
H 3.068 5.570 -1.893
C -5.600 -1.384 1.213
O -1.501 4.298 0.249
H -0.108 -2.664 2.069
H -1.115 -6.264 0.948
C -2.120 3.160 2.341
H -8.040 -2.971 2.642
N -3.740 0.179 0.700
C -3.242 4.072 2.764
H -2.537 2.518 -0.345
O -0.142 -3.553 2.439
O 4.053 -0.476 -4.864
H -4.148 3.559 3.157
N -0.437 -5.780 0.452
H -2.013 2.438 4.271
H 2.680 5.445 -0.181
N -1.072 -6.355 -1.744
O 1.503 -0.534 0.067
H -7.369 -3.443 1.086
H -1.900 0.326 1.554
C -4.617 0.125 2.978
O -6.271 -2.042 2.228
H -0.707 2.017 3.316
O 4.819 2.207 -0.479
C 4.356 3.504 -0.717
H -0.393 -3.013 -2.659
C 6.167 2.065 -0.850
H 2.925 -1.886 0.982
H -0.826 -2.814 -0.604
H 1.425 -2.792 -1.248
H 0.436 0.164 -2.724
N 1.083 0.408 -1.983
H 1.973 -1.515 -5.719
O 1.456 -1.131 -4.999
H 6.792 2.871 -0.475
H 2.409 1.772 -0.246
C -1.112 3.913 1.483
H 0.838 1.225 -1.453
H 1.590 3.119 0.376
H 4.092 -0.382 -3.862
H 5.676 -1.181 3.053
H -1.895 -1.551 -0.040
H 4.768 0.106 -5.262
N 1.488 -1.891 -1.744
H 6.530 1.123 -0.395
H -0.717 -6.532 -2.693
H -5.254 0.993 2.730
C 4.945 -1.756 1.145
H -0.734 2.565 -0.477
N 3.659 -2.208 1.626
H -1.607 3.503 -1.553
N -1.238 -2.522 -2.946
H -3.668 -1.451 2.077
O 5.210 -1.765 -0.016
H -0.389 -0.075 1.289
H 3.486 -1.893 2.572
H -3.545 4.646 1.933
H 4.982 4.098 -1.391
C -1.660 3.148 -0.556
H -2.883 4.763 3.607
C -1.974 -1.840 -2.029
*
```

Molecular weight = 597.71 g/mol
Maximum force = 3.77 eV/Å
Orbital gap = 9.449 eV
HOMO energy = -9.00 eV
Relative energy (zero: lowest compared OMol25 entry of this formula, charge and spin) = 0.0 kJ/mol
SMILES = COC[C@H](C)N.COC[C@H](C)N.COC[C@H](C)N.NC(N)=O.NC(N)=O.NC(N)=O.NC(N)=O.O.O.O.O.O

Calculated atomic charges, method Mulliken, unit e: atom 1 (C): -1.779, atom 2 (H): 0.330, atom 3 (O): -0.548, atom 4 (H): 0.427, atom 5 (N): -0.453, atom 6 (N): 0.091, atom 7 (H): 0.216, atom 8 (C): -0.768, atom 9 (H): 0.305, atom 10 (H): 0.431, atom 11 (H): 0.372, atom 12 (C): 0.623, atom 13 (H): 0.245, atom 14 (H): 0.263, atom 15 (H): 0.379, atom 16 (H): 0.495, atom 17 (H): 0.292, atom 18 (C): 1.074, atom 19 (H): -0.825, atom 20 (H): -0.054, atom 21 (H): 0.309, atom 22 (H): -0.294, atom 23 (H): 0.250, atom 24 (H): 0.397, atom 25 (N): -0.220, atom 26 (C): 0.461, atom 27 (C): 0.509, atom 28 (H): 0.207, atom 29 (O): -0.707, atom 30 (H): 0.339, atom 31 (H): 0.138, atom 32 (O): -0.699, atom 33 (H): 0.349, atom 34 (H): 0.333, atom 35 (N): -0.751, atom 36 (H): 0.219, atom 37 (O): -0.569, atom 38 (H): 0.399, atom 39 (C): -0.660, atom 40 (O): -0.423, atom 41 (H): 0.310, atom 42 (H): 0.262, atom 43 (C): 2.006, atom 44 (H): 0.253, atom 45 (N): -0.354, atom 46 (C): -1.739, atom 47 (H): 0.154, atom 48 (O): -0.677, atom 49 (O): -0.718, atom 50 (H): 0.350, atom 51 (N): -0.427, atom 52 (H): 0.300, atom 53 (H): 0.434, atom 54 (N): -0.403, atom 55 (O): -0.785, atom 56 (H): 0.295, atom 57 (H): 0.142, atom 58 (C): -1.452, atom 59 (O): -0.310, atom 60 (H): 0.249, atom 61 (O): -0.350, atom 62 (C): -0.992, atom 63 (H): 0.053, atom 64 (C): -0.942, atom 65 (H): 0.174, atom 66 (H): -0.050, atom 67 (H): 0.167, atom 68 (H): 0.380, atom 69 (N): -0.332, atom 70 (H): 0.260, atom 71 (O): -0.653, atom 72 (H): 0.439, atom 73 (H): 0.083, atom 74 (C): -0.274, atom 75 (H): -0.148, atom 76 (H): 0.091, atom 77 (H): 0.451, atom 78 (H): 0.189, atom 79 (H): 0.013, atom 80 (H): 0.280, atom 81 (N): -0.240, atom 82 (H): 0.234, atom 83 (H): 0.276, atom 84 (H): 0.349, atom 85 (C): 0.595, atom 86 (H): 0.075, atom 87 (N): -0.499, atom 88 (H): 0.396, atom 89 (N): -0.079, atom 90 (H): 0.247, atom 91 (O): -0.649, atom 92 (H): 0.222, atom 93 (H): 0.254, atom 94 (H): 0.375, atom 95 (H): 0.499, atom 96 (C): -0.371, atom 97 (H): 0.379, atom 98 (C): 0.503

(2)
CClN3S in the gas phase, computed with ωB97M-V/def2-TZVPD.

ORCA input file:
```
! wB97M-V def2-TZVPD RIJCOSX def2/J DEFGRID3
* xyz 0 1
C -0.865 -0.160 -0.039
N -0.083 -1.123 0.091
S 1.557 -0.908 -0.046
N 0.432 1.397 0.009
Cl -2.516 -0.051 -0.026
N 1.475 0.846 0.011
*
```

Molecular weight = 121.55 g/mol
Maximum force = 3.27 eV/Å
Orbital gap = 9.476 eV
HOMO energy = -9.37 eV
Relative energy (zero: lowest compared OMol25 entry of this formula, charge and spin) = 145.8 kJ/mol

Calculated atomic charges, method natural (NBO), unit e: atom 1 (C): 0.183, atom 2 (N): -0.607, atom 3 (S): 0.621, atom 4 (N): -0.058, atom 5 (Cl): 0.126, atom 6 (N): -0.267

(3)
4 unconnected molecules or ions with the total composition C3H14NO3S, computed with ωB97M-V/def2-TZVPD.

ORCA input file:
```
! wB97M-V def2-TZVPD RIJCOSX def2/J DEFGRID3
* xyz -1 1
H -0.845 -1.046 2.507
H 1.315 0.656 2.862
H -0.191 2.126 1.412
O -2.046 -1.319 -2.624
H -2.151 -1.908 -0.404
H -0.736 -0.034 3.743
H -2.719 -0.637 -2.671
H -0.296 0.779 0.284
S 2.518 0.260 -0.585
C 1.638 1.693 0.233
H 1.190 -0.534 1.633
C 0.377 1.293 0.983
C 0.614 0.266 2.106
H -1.272 -0.995 -3.095
H 1.567 -0.894 -4.267
N -0.666 -0.074 2.736
H 1.324 2.291 -0.620
O -2.353 -1.948 0.542
O 0.876 -0.576 -3.691
H -1.710 -1.284 0.834
H 1.199 -0.217 -2.849
H 2.367 2.102 0.931
*
```

Molecular weight = 144.22 g/mol
Maximum force = 1.53 eV/Å
Orbital gap = 6.375 eV
HOMO energy = -2.87 eV
Relative energy (zero: lowest compared OMol25 entry of this formula, charge and spin) = 114.9 kJ/mol

Calculated atomic charges, method natural (NBO), unit e: atom 1 (H): 0.347, atom 2 (H): 0.160, atom 3 (H): 0.178, atom 4 (O): -0.972, atom 5 (H): 0.488, atom 6 (H): 0.354, atom 7 (H): 0.465, atom 8 (H): 0.183, atom 9 (S): -0.761, atom 10 (C): -0.517, atom 11 (H): 0.227, atom 12 (C): -0.407, atom 13 (C): -0.248, atom 14 (H): 0.506, atom 15 (H): 0.472, atom 16 (N): -0.865, atom 17 (H): 0.196, atom 18 (O): -0.963, atom 19 (O): -1.017, atom 20 (H): 0.469, atom 21 (H): 0.521, atom 22 (H): 0.183